1.
101
Properties=species:S:1:pos:R:3:forces:R:3 method="wB97M-V/def2-TZVPD" energy_ha=-3949.40178 orbital_gap_ev=5.8 molar_mass_da=982.8 charge=+1
N 1.964028 3.657225 -3.498194 -0.5 -1.6 -0.6
C 1.399058 3.541379 -4.905942 -0.7 0.8 0.6
C -0.073143 2.975343 -4.744078 -3.0 0.4 -0.5
C -0.314964 1.484932 -4.649369 0.7 -0.4 -0.1
N -1.485469 0.775276 -4.492612 3.1 3.5 -0.5
N -2.503978 1.615339 -4.395174 -2.0 1.9 0.1
C -2.538234 2.994159 -4.470961 1.3 2.5 0.1
S -4.174258 3.842050 -4.311370 0.8 -1.1 0.5
C -1.315660 3.853360 -4.676669 1.7 -5.0 0.4
H 1.213428 3.357069 -2.846790 0.8 0.5 -0.2
H 2.664372 2.900990 -3.412520 -0.3 0.7 0.2
H 1.374146 4.617030 -5.301182 -0.2 -1.7 0.2
H 2.073458 2.908753 -5.565242 -1.1 0.7 0.8
H 0.620153 0.829079 -4.723719 -1.6 0.9 0.1
H -3.416581 1.145104 -4.238357 0.8 0.4 -0.1
H -3.896734 5.103696 -3.770312 0.6 -1.4 -0.5
H -1.307901 4.976031 -4.744959 -0.3 -1.5 0.0
C -0.785078 -2.622004 1.055835 -0.3 -0.2 -0.1
C 0.169369 -1.780291 0.649815 0.6 -0.1 1.1
C 0.144595 -1.176655 -0.713307 -0.1 0.1 -0.6
O 1.021643 -0.397150 -1.044533 0.0 -0.1 0.2
C -0.948115 -1.555529 -1.612767 0.3 0.2 0.1
C -1.900392 -2.398991 -1.209296 -0.7 0.0 -1.2
C -1.891222 -2.981850 0.163345 0.2 -0.3 0.9
O -2.787148 -3.733313 0.501384 0.0 0.2 -0.5
O -2.917612 -2.760961 -2.032060 0.6 0.0 1.1
O 1.202312 -1.438278 1.463445 -0.7 0.1 -1.2
H -0.780533 -3.065207 2.042783 0.0 0.0 0.0
H -0.943484 -1.123835 -2.604498 0.0 -0.1 0.0
H -3.470094 -3.373595 -1.508019 0.0 0.0 -0.1
H 1.752218 -0.820369 0.941092 0.1 -0.1 0.1
C 5.130140 7.231501 -0.958701 0.2 0.1 0.2
C 4.298028 6.241567 -1.289623 -0.3 0.6 -1.1
C 4.101606 5.060254 -0.396576 0.1 -0.4 0.6
O 3.319613 4.182171 -0.719944 0.0 0.2 -0.3
C 4.872757 5.003656 0.847703 -0.3 -0.2 -0.3
C 5.707337 5.992862 1.175847 0.4 -0.6 1.2
C 5.883270 7.185093 0.298184 0.0 0.6 -0.5
O 6.639396 8.075453 0.639557 -0.1 -0.4 0.2
O 6.429912 5.953975 2.322674 -0.4 0.5 -1.1
O 3.595120 6.272198 -2.455205 0.3 -0.5 1.2
H 5.280452 8.093668 -1.594490 0.0 0.0 0.0
H 4.734670 4.134741 1.476831 0.0 0.0 0.0
H 6.951149 6.780081 2.329637 0.0 -0.1 0.1
H 3.064377 5.450784 -2.468885 -0.1 0.0 -0.2
C -5.409258 -5.015456 2.522346 0.2 0.1 0.2
C -6.243393 -5.997151 2.173911 -0.3 0.6 -1.0
C -6.461363 -7.182053 3.052950 0.0 -0.6 0.6
O -7.245064 -8.048708 2.709020 0.1 0.3 -0.3
C -5.708112 -7.254644 4.308148 -0.3 -0.1 -0.3
C -4.870807 -6.274130 4.655579 0.3 -0.6 1.2
C -4.674075 -5.076287 3.788808 0.0 0.5 -0.5
O -3.915487 -4.192703 4.146694 -0.1 -0.3 0.2
O -4.162942 -6.326056 5.812567 -0.6 0.6 -1.3
O -6.930759 -5.958055 1.002722 0.3 -0.5 1.0
H -5.244025 -4.150215 1.894709 0.0 0.0 0.0
H -5.861643 -8.127427 4.928243 0.0 0.0 0.0
H -3.635179 -5.502982 5.833135 0.1 -0.1 0.2
H -7.462006 -6.777386 0.986618 0.0 0.1 0.0
C -2.551642 7.357040 -7.672467 -0.1 -0.5 0.6
C -3.027839 8.030511 -8.723765 1.4 0.4 -0.7
C -4.493619 8.201724 -8.938333 -0.9 0.1 -0.1
O -4.889620 8.836373 -9.895410 0.4 -0.1 0.1
C -5.405994 7.582685 -7.971725 0.1 0.1 -0.2
C -4.929811 6.907625 -6.924404 -0.9 -0.2 0.3
C -3.461665 6.759625 -6.694963 0.8 0.3 -0.4
O -3.052835 6.147869 -5.711376 -0.3 0.3 -0.2
O -5.765967 6.327663 -6.023454 0.9 0.3 -0.4
O -2.198412 8.586167 -9.636951 -1.3 -0.4 0.7
H -1.490725 7.228219 -7.505031 0.0 0.1 0.0
H -6.466956 7.698777 -8.147564 0.0 0.0 0.0
H -5.185511 5.906620 -5.368492 -0.1 0.1 -0.1
H -2.782522 9.015083 -10.292825 0.1 0.0 0.0
C 7.137206 -2.185182 2.936552 -0.1 -0.2 0.3
C 6.617626 -1.541013 1.888944 1.1 0.3 -0.5
C 5.142587 -1.426132 1.699835 -0.7 -0.1 0.2
O 4.703014 -0.813225 0.739852 0.3 0.0 0.0
C 4.272085 -2.067057 2.686411 0.1 0.3 -0.4
C 4.790279 -2.714354 3.732477 -1.2 -0.4 0.6
C 6.264182 -2.806644 3.937556 0.8 0.0 0.0
O 6.699817 -3.389799 4.913234 -0.4 0.0 -0.1
O 3.993638 -3.313865 4.650468 1.2 0.4 -0.5
O 7.411436 -0.961674 0.950950 -1.1 -0.3 0.5
H 8.204841 -2.273790 3.086435 0.0 0.0 0.0
H 3.204802 -1.991413 2.528207 0.0 -0.1 0.1
H 4.601581 -3.709533 5.304305 -0.2 0.0 0.0
H 6.799508 -0.562643 0.303979 0.1 0.0 0.0
C 0.360521 -8.081929 8.023556 0.4 0.0 -0.1
C -0.774047 -7.391114 7.883899 -0.7 -0.8 0.7
C -0.817895 -6.118585 7.107602 0.3 0.6 -0.4
O -1.873288 -5.522772 6.983568 0.0 -0.2 0.3
C 0.430033 -5.628134 6.520605 -0.4 0.1 0.0
C 1.563945 -6.316021 6.662014 0.7 0.9 -0.7
C 1.605133 -7.602216 7.414886 -0.1 -0.7 0.5
O 2.655750 -8.210851 7.506789 0.0 0.4 -0.2
O 2.725991 -5.869640 6.122595 -0.5 -0.8 0.6
O -1.935012 -7.819421 8.441913 0.7 0.9 -0.7
H 0.406264 -9.007227 8.581897 0.0 0.0 0.0
H 0.387343 -4.695228 5.974772 0.0 0.0 0.0
H 3.398108 -6.538163 6.359025 0.0 0.0 0.0
H -2.604221 -7.151897 8.196208 0.0 -0.2 0.0

2.
81
Properties=species:S:1:pos:R:3:forces:R:3 method="wB97M-V/def2-TZVPD" energy_ha=-3866.46275 orbital_gap_ev="5.6 / 6.5" multiplicity=2 molar_mass_da=702.6 e_above_lowest_kj_mol=87.0 charge=+1
Co 0.889899 -0.587289 0.023100 0.8 -1.2 0.8
N 4.435099 6.946011 -5.702400 0.1 0.3 -0.2
C 4.063299 6.070611 -5.063900 0.1 0.2 -0.2
C 3.600899 4.988511 -4.269200 -0.2 -0.6 0.4
C 4.057899 4.843311 -2.958900 0.0 0.1 -0.2
C 3.602399 3.795311 -2.183600 -0.1 -0.1 -0.1
C 2.678599 2.893311 -2.702100 0.1 0.2 -0.2
C 2.224599 3.039111 -4.010700 0.1 0.0 0.1
C 2.688999 4.073711 -4.796900 0.1 0.2 0.0
C 2.129599 1.809311 -1.860900 -0.6 -0.1 0.3
C 0.804899 1.966011 -1.455600 0.2 0.2 -0.2
C -0.048901 3.069911 -1.731900 -0.1 0.0 0.1
C -1.254101 2.802911 -1.127900 -0.1 0.2 -0.1
C -1.110501 1.559611 -0.496400 0.3 0.1 -0.2
N 0.103599 1.060711 -0.685600 -0.4 -0.3 0.4
C 2.959499 0.724511 -1.557800 0.8 -0.1 -0.3
C 4.286399 0.541011 -2.024100 -0.6 0.2 0.1
C 4.722999 -0.674189 -1.540400 -0.1 -0.4 0.3
C 3.665699 -1.204889 -0.795000 0.6 -0.1 -0.2
N 2.611099 -0.384189 -0.792200 -0.4 0.5 -0.3
H 4.766799 5.556811 -2.564500 0.0 0.0 0.0
H 3.948999 3.684011 -1.167600 0.0 0.0 0.1
H 1.514899 2.332011 -4.411100 -0.1 -0.1 0.0
H 2.353799 4.186611 -5.817500 0.0 0.0 0.0
H 0.221899 3.940511 -2.296100 0.0 0.2 -0.1
H -2.142401 3.405811 -1.118500 -0.1 0.1 0.0
H -1.846601 1.036411 0.085100 0.0 -0.1 0.0
H 4.829799 1.223711 -2.647600 0.1 0.1 -0.1
H 5.675799 -1.140889 -1.691900 0.2 -0.1 -0.1
H 3.645399 -2.147789 -0.274200 -0.1 -0.1 0.1
C -2.631501 -1.742889 2.009700 -0.5 0.2 0.1
N -1.454301 -1.264189 1.295900 0.3 -0.4 0.2
P -0.083901 -0.556989 2.086900 -2.0 0.2 -0.6
C -0.055701 -1.359189 3.727200 0.6 0.0 -0.4
C -0.646301 -0.743289 4.827400 0.0 0.1 -0.1
C -0.644201 -1.374489 6.058400 0.0 0.0 0.0
C -0.043501 -2.615789 6.200200 0.0 0.0 0.0
C 0.539099 -3.237889 5.105400 0.1 -0.1 0.0
C 0.541099 -2.608289 3.872600 0.0 0.0 -0.1
C -0.461101 1.174011 2.521300 0.5 -0.2 -0.2
C 0.702099 1.923811 2.684600 -0.2 -0.2 0.0
C 0.636899 3.278911 2.933800 0.0 0.1 0.0
C -0.599801 3.899411 3.025300 0.1 0.0 0.0
C -1.762101 3.154011 2.899600 -0.1 0.0 0.0
C -1.700201 1.793811 2.637400 0.0 -0.2 0.1
P -0.915101 -1.943489 -0.202400 -1.2 0.9 0.9
C -1.426301 -3.691789 -0.116000 0.6 0.2 -0.1
C -0.631701 -4.606289 0.569100 0.0 0.1 0.0
C -1.030401 -5.927789 0.669000 0.1 0.0 0.1
C -2.212201 -6.341889 0.071400 0.0 0.0 0.0
C -3.007801 -5.432289 -0.607700 0.0 -0.1 0.0
C -2.614501 -4.110289 -0.708000 0.1 0.1 0.0
C -1.948001 -1.313289 -1.565500 0.5 0.0 0.0
C -1.299301 -1.421389 -2.793900 0.0 -0.1 0.2
C -1.871801 -0.910889 -3.939900 -0.1 0.0 -0.2
C -3.113501 -0.297289 -3.870600 0.0 -0.1 0.0
C -3.782201 -0.221789 -2.658300 -0.1 0.0 0.0
C -3.199801 -0.713289 -1.500000 0.1 -0.1 0.1
H -2.406501 -1.884689 3.068600 0.0 0.0 -0.1
H -2.961101 -2.698489 1.598600 0.0 0.0 0.1
H -3.458601 -1.033889 1.928700 0.0 0.0 0.0
H -1.104201 0.228111 4.718600 0.0 0.1 0.1
H -1.108501 -0.888589 6.905200 0.0 0.0 0.0
H -0.026801 -3.097789 7.165900 0.0 -0.1 0.1
H 1.000199 -4.209489 5.214800 0.0 0.0 0.0
H 1.012299 -3.077789 3.018400 0.0 -0.1 0.0
H 1.657399 1.420011 2.609800 0.2 0.1 0.0
H 1.549599 3.840811 3.055600 0.1 0.1 0.0
H -0.656801 4.963911 3.196100 0.0 0.1 0.1
H -2.723201 3.638011 3.009300 0.0 0.0 -0.1
H -2.617201 1.230211 2.526100 0.0 -0.1 0.0
H 0.298299 -4.276689 1.015500 0.1 -0.1 0.0
H -0.414501 -6.636189 1.204700 0.0 0.0 0.0
H -2.509401 -7.377589 0.128100 0.0 -0.1 0.0
H -3.934201 -5.745889 -1.067500 0.0 -0.1 0.0
H -3.225901 -3.399689 -1.243000 -0.1 0.0 -0.1
H -0.335301 -1.914489 -2.828000 0.1 0.1 -0.2
H -1.349501 -0.992989 -4.880500 0.0 0.0 -0.1
H -3.561301 0.117011 -4.761800 -0.1 0.0 0.0
H -4.764901 0.225911 -2.621000 0.0 0.1 0.1
H -3.724201 -0.629489 -0.558800 0.0 0.0 0.1

3.
77
Properties=species:S:1:pos:R:3:forces:R:3 method="wB97M-V/def2-TZVPD" energy_ha=-2021.92242 orbital_gap_ev=4.0 molar_mass_da=585.8 charge=+1
C 0.825207 1.856953 3.282621 -0.5 -0.3 1.1
C -0.615022 1.768993 3.465436 0.5 0.1 -0.4
C -1.499645 2.774415 3.046820 0.2 0.2 0.0
C -2.828908 2.733685 3.396526 0.0 0.2 -0.2
C -3.312744 1.695957 4.174902 -0.1 -0.1 0.1
C -2.467089 0.682582 4.587193 -0.1 -0.1 0.1
C -1.143199 0.713344 4.227844 0.5 -0.3 -0.1
C 1.723853 0.730161 3.372242 0.4 -0.7 -0.1
C 3.002362 1.184182 3.767878 0.1 -1.4 -0.1
C 4.031623 0.294153 4.029422 -0.6 1.2 0.0
C 3.793392 -1.051805 3.833443 -0.5 -0.5 -0.2
C 2.558738 -1.505307 3.364954 0.5 -0.3 0.1
C 1.517274 -0.632844 3.136339 -0.3 0.8 -0.1
C 2.955516 2.627146 3.821522 0.0 1.3 0.0
C 1.645733 3.035897 3.467613 0.4 0.9 -0.2
C 1.348679 4.402382 3.429191 -0.2 -0.8 -0.1
C 2.338514 5.307383 3.745160 0.5 0.3 0.1
C 3.613602 4.886392 4.122468 -0.5 0.5 -0.1
C 3.934677 3.545398 4.163743 -0.6 -1.2 -0.1
H -1.133355 3.571140 2.426650 0.0 0.2 -0.2
H -3.496632 3.514745 3.069750 0.0 0.1 -0.1
H -4.348410 1.681019 4.471127 -0.2 0.0 0.0
H -2.836683 -0.114778 5.211768 0.0 -0.1 0.0
H -0.475149 -0.046706 4.589275 0.1 -0.2 0.1
H 4.975893 0.666620 4.388432 0.2 -0.1 0.0
H 4.578748 -1.755222 4.046081 0.1 -0.2 0.0
H 2.422984 -2.553754 3.158980 0.0 -0.2 0.0
H 0.580129 -0.963411 2.721100 -0.2 -0.2 0.0
H 0.370179 4.733577 3.133839 -0.1 0.2 0.1
H 2.124714 6.361555 3.691553 0.0 0.2 0.0
H 4.360284 5.610364 4.396936 0.1 0.2 0.0
H 4.905668 3.195533 4.469137 0.2 0.1 0.0
C -4.300639 -3.346327 -0.019133 -0.2 -0.1 0.2
C -3.376264 -4.059197 -0.756020 0.0 -0.3 0.0
C -2.476509 -3.385132 -1.556660 -0.1 -0.4 0.1
C -2.492583 -2.009348 -1.613837 0.9 0.6 -0.3
Si -1.280510 -1.116117 -2.694909 -0.3 -0.6 -0.5
C 0.328166 -2.035659 -2.790026 -0.9 0.5 0.1
C 0.771365 -2.768173 -1.711714 0.4 -0.3 0.3
C 1.983667 -3.424718 -1.766378 0.0 -0.1 0.3
C 2.752184 -3.339576 -2.910326 0.2 -0.1 -0.1
C 2.315159 -2.598063 -3.990871 0.3 0.0 -0.2
C 1.100385 -1.945459 -3.925240 0.3 0.0 -0.3
C -2.004676 -0.969604 -4.390188 0.5 0.4 0.9
C -2.294029 -2.106889 -5.107456 -0.2 -0.3 -0.3
C -2.825625 -2.008601 -6.377418 0.0 -0.4 -0.1
C -3.067097 -0.763771 -6.923782 -0.1 0.1 -0.2
C -2.780457 0.379115 -6.204348 -0.1 0.2 -0.1
C -2.247589 0.270555 -4.935019 -0.1 0.4 -0.3
O -1.040634 0.450665 -2.133419 1.5 -0.7 1.6
C 0.193519 0.740127 -1.601411 1.2 2.6 -1.2
C 0.892491 1.854405 -1.965836 -1.3 -2.1 0.4
C 2.197105 1.851729 -1.264462 0.5 0.6 0.1
C 2.212838 0.485522 -0.564277 0.4 0.0 -0.3
O 0.894709 -0.052150 -0.679905 -2.1 0.0 -0.3
C -3.420711 -1.301588 -0.884986 -0.3 0.1 0.3
C -4.328950 -1.967300 -0.085175 -0.2 0.2 0.1
H -5.005516 -3.869069 0.605567 -0.1 -0.1 0.1
H -3.356013 -5.137192 -0.705065 0.0 -0.1 0.0
H -1.751456 -3.926648 -2.137522 0.2 -0.3 -0.1
H 0.175168 -2.797137 -0.817615 -0.1 -0.1 0.3
H 2.327406 -4.003680 -0.922729 0.1 -0.1 0.1
H 3.691927 -3.863944 -2.964710 0.2 -0.1 0.0
H 2.918258 -2.535515 -4.883866 0.1 0.0 -0.1
H 0.748300 -1.358623 -4.754549 0.0 0.1 -0.3
H -2.103193 -3.067763 -4.664398 0.0 -0.4 0.0
H -3.052970 -2.900727 -6.939730 0.0 -0.1 -0.1
H -3.482735 -0.684786 -7.914389 -0.1 0.0 -0.2
H -2.974335 1.349826 -6.632869 0.0 0.1 -0.1
H -2.020649 1.148107 -4.356973 0.0 0.3 0.1
H 0.568812 2.534966 -2.730809 -0.1 0.1 0.0
H 3.025398 1.970850 -1.973523 0.0 0.0 0.3
H 2.246347 2.677628 -0.542356 0.2 -0.1 0.0
H 2.889267 -0.222108 -1.062690 -0.1 0.1 0.1
H 2.480433 0.544083 0.498958 -0.1 -0.1 -0.2
H -3.422905 -0.228006 -0.944608 -0.1 0.3 0.1
H -5.057762 -1.414486 0.486700 -0.1 0.1 0.1